No. 1
{
  "formula": "H10O5",
  "method": "wB97M-V/def2-TZVPD",
  "symbols": ["O", "O", "O", "O", "O", "H", "H", "H", "H", "H", "H", "H", "H", "H", "H"],
  "coordinates": [[2.185, 0.848, -0.206], [1.200, -1.690, -0.428], [-0.286, 1.779, 0.290], [-0.569, -0.806, 1.214], [-2.253, 0.058, -0.736], [1.732, -0.850, -0.527], [2.781, 1.569, 0.091], [0.839, -1.979, -1.253], [-0.849, 2.063, -0.423], [-1.967, -0.642, -0.103], [-0.663, 0.923, 0.549], [1.292, 1.315, -0.161], [-0.438, -1.109, 2.128], [-3.112, -0.232, -1.049], [0.107, -1.247, 0.615]],
  "smiles": "O.O.O.O.O",
  "orbital_gap_ev": 11.89,
  "multiplicity": 1,
  "lumo_ev": 0.66
}

No. 2
{
  "formula": "C5H9NO2",
  "method": "wB97M-V/def2-TZVPD",
  "symbols": ["O", "O", "N", "C", "C", "C", "C", "C", "H", "H", "H", "H", "H", "H", "H", "H", "H"],
  "coordinates": [[-0.261, 0.134, 3.022], [0.905, 2.000, 2.580], [-0.371, 1.165, 0.280], [0.603, -1.153, -1.922], [-0.422, -0.280, 0.150], [-0.402, -1.158, -2.827], [0.010, 1.347, 3.189], [0.727, -0.839, -0.539], [0.087, 1.542, 1.132], [-1.284, -0.519, -0.492], [1.658, -1.233, -0.146], [-0.607, 1.939, 3.895], [0.044, 1.591, -0.546], [-0.682, -0.701, 1.127], [-0.120, -1.462, -3.827], [-1.412, -0.769, -2.781], [1.526, -1.603, -2.296]],
  "orbital_gap_ev": 4.26,
  "multiplicity": 1,
  "lumo_ev": -3.79
}

No. 3
{
  "formula": "C24H35N2O3SSiY",
  "method": "wB97M-V/def2-TZVPD",
  "symbols": ["Y", "S", "Si", "O", "O", "O", "N", "N", "C", "C", "C", "C", "C", "C", "C", "C", "C", "C", "C", "C", "C", "C", "C", "C", "C", "C", "C", "C", "C", "C", "C", "C", "H", "H", "H", "H", "H", "H", "H", "H", "H", "H", "H", "H", "H", "H", "H", "H", "H", "H", "H", "H", "H", "H", "H", "H", "H", "H", "H", "H", "H", "H", "H", "H", "H", "H", "H"],
  "coordinates": [[-0.076, 0.911, 0.739], [1.917, 0.954, -0.807], [1.004, -0.819, -1.515], [0.755, -1.011, -3.075], [1.567, -2.161, -0.811], [-0.564, -0.539, -0.837], [-0.341, 1.544, 3.067], [-1.098, 3.038, 0.872], [-2.457, -0.714, -2.338], [3.572, -2.190, 0.525], [-1.208, 3.246, 4.549], [-1.650, -2.721, -1.051], [3.064, -1.091, -3.838], [1.127, -0.903, -5.422], [-2.679, -0.773, 0.169], [1.806, -3.966, 0.697], [-1.428, 3.771, -0.187], [-2.319, 5.510, 1.167], [2.082, -2.485, 0.495], [1.498, -3.036, -4.149], [-1.352, 3.527, 2.120], [-0.182, 1.260, 5.441], [-2.220, 5.245, 3.640], [-0.803, 2.464, 5.649], [0.030, 0.838, 4.129], [-1.865, -1.222, -1.038], [-0.959, 2.746, 3.267], [-2.043, 5.017, -0.083], [-1.854, 4.516, 4.713], [-1.970, 4.766, 2.311], [1.638, -1.524, -4.138], [1.356, -1.678, 1.589], [-2.793, 0.323, 0.179], [1.821, -3.464, -3.199], [0.523, -0.109, 3.939], [-2.610, -3.221, -1.186], [-2.704, 6.206, 3.761], [0.143, 0.640, 6.263], [2.113, -3.457, -4.945], [-2.288, 5.570, -0.978], [-1.212, -3.069, -0.114], [2.221, -4.308, 1.646], [1.721, -1.254, -6.266], [3.135, -0.004, -3.783], [-2.226, -1.128, 1.106], [3.769, -1.134, 0.336], [0.267, -1.744, 1.450], [0.461, -3.321, -4.337], [-3.435, -1.167, -2.501], [-0.985, 2.827, 6.653], [-1.189, 3.359, -1.162], [2.270, -4.536, -0.106], [3.992, -2.459, 1.495], [-2.581, 0.371, -2.311], [-2.037, 4.877, 5.717], [-0.994, -3.011, -1.872], [4.078, -2.779, -0.240], [3.418, -1.525, -2.898], [-2.799, 6.473, 1.286], [-3.690, -1.175, 0.145], [3.729, -1.434, -4.630], [1.198, 0.184, -5.377], [-1.807, -0.970, -3.172], [1.586, -2.083, 2.574], [0.735, -4.173, 0.688], [0.087, -1.183, -5.595], [1.738, -0.643, 1.586]],
  "total_charge": 2,
  "orbital_gap_ev": 8.08,
  "multiplicity": 1,
  "lumo_ev": -6.79
}

No. 4
{
  "formula": "C4H7NO2",
  "method": "wB97M-V/def2-TZVPD",
  "symbols": ["O", "O", "N", "C", "C", "C", "C", "H", "H", "H", "H", "H", "H", "H"],
  "coordinates": [[3.020, 0.671, -0.644], [0.057, -0.933, 0.339], [-0.410, 1.230, 0.887], [1.421, -0.643, 0.607], [1.996, 0.041, -0.623], [-0.765, 0.147, 0.332], [-2.024, -0.132, -0.445], [-2.909, -0.089, 0.195], [-2.131, 0.630, -1.223], [-1.131, 1.940, 0.785], [1.378, -0.124, -1.535], [1.914, -1.610, 0.753], [1.553, -0.015, 1.491], [-1.970, -1.113, -0.920]],
  "smiles": "[H]/N=C(\\C)OCC=O",
  "orbital_gap_ev": 10.71,
  "multiplicity": 1,
  "lumo_ev": 0.82
}

No. 5
{
  "formula": "C10H13N2O",
  "method": "wB97M-V/def2-TZVPD",
  "symbols": ["O", "N", "N", "C", "C", "C", "C", "C", "C", "C", "C", "C", "C", "H", "H", "H", "H", "H", "H", "H", "H", "H", "H", "H", "H", "H"],
  "coordinates": [[-0.858, 2.147, -0.128], [1.466, 0.802, -0.079], [1.517, -1.455, -0.213], [-1.374, 0.839, -0.175], [0.800, -0.403, 0.451], [-1.432, -1.580, -0.023], [2.180, -1.060, -1.215], [-2.774, -1.552, -0.268], [0.909, -0.456, 1.985], [-3.449, -0.405, -0.495], [-0.655, -0.348, -0.020], [-2.738, 0.794, -0.444], [2.122, 0.459, -1.317], [2.263, 1.255, 0.617], [-3.194, 1.796, -0.535], [-0.949, -2.528, 0.252], [2.553, -1.722, -2.018], [2.079, -0.649, 2.250], [0.378, -1.295, 2.439], [-4.456, -0.455, -1.031], [0.700, 1.510, -0.207], [3.223, 0.757, -1.351], [-1.425, 2.711, 0.299], [1.568, 0.798, -2.259], [0.475, 0.562, 2.458], [-3.369, -2.524, -0.275]],
  "smiles": "C[C@]1(c2ccccc2O)N=CC[NH2+]1",
  "total_charge": 1,
  "orbital_gap_ev": 9.72,
  "multiplicity": 1,
  "lumo_ev": -3.13
}

No. 6
{
  "formula": "C9H15NO2",
  "method": "wB97M-V/def2-TZVPD",
  "symbols": ["O", "O", "N", "C", "C", "C", "C", "C", "C", "C", "C", "C", "H", "H", "H", "H", "H", "H", "H", "H", "H", "H", "H", "H", "H", "H", "H"],
  "coordinates": [[2.904, -0.219, 0.437], [1.121, 1.581, 0.892], [-1.880, 0.300, 0.456], [-0.800, -1.668, -0.807], [-0.714, 0.093, 1.494], [0.658, 0.198, 0.625], [1.729, -0.792, 1.026], [-2.086, -0.989, -0.011], [-0.461, 0.868, -1.529], [2.725, 1.180, 0.515], [0.219, -0.440, -1.020], [-1.609, 1.122, -0.651], [-2.575, 1.003, -1.140], [3.086, 1.362, -0.922], [3.590, 1.751, 1.276], [-3.078, -1.124, -0.643], [-1.515, -1.930, -1.774], [-2.248, -1.807, 0.886], [1.311, -0.739, -1.248], [-1.710, 2.400, -0.458], [-0.760, 0.873, -2.588], [-0.466, -2.660, -0.470], [0.547, 1.536, -1.559], [-0.788, -0.512, 2.339], [-0.569, 1.145, 1.971], [1.542, -1.746, 0.695], [1.829, -0.783, 2.206]],
  "orbital_gap_ev": 9.13,
  "multiplicity": 1,
  "lumo_ev": 0.72
}

No. 7
{
  "formula": "C17H26ClI2N4O2PdSi",
  "method": "wB97M-V/def2-TZVPD",
  "symbols": ["I", "I", "Pd", "Cl", "Si", "O", "O", "N", "N", "N", "N", "C", "C", "C", "C", "C", "C", "C", "C", "C", "C", "C", "C", "C", "C", "C", "C", "C", "H", "H", "H", "H", "H", "H", "H", "H", "H", "H", "H", "H", "H", "H", "H", "H", "H", "H", "H", "H", "H", "H", "H", "H", "H", "H"],
  "coordinates": [[-0.871, 4.955, 5.969], [4.248, 2.618, 3.852], [-0.842, -0.608, 0.431], [-0.390, -0.395, 3.423], [-2.687, -1.571, -1.884], [-1.560, 1.694, 5.543], [-1.193, -1.021, -1.481], [0.656, -3.170, 0.133], [1.813, -2.377, -0.188], [-0.387, 1.868, -0.470], [1.560, 0.699, 1.423], [0.473, 0.108, 1.682], [0.079, 4.588, -0.202], [0.834, 2.336, -0.188], [-2.676, -2.973, -3.117], [-1.369, 2.746, -0.651], [-1.180, 4.115, -0.529], [-3.509, -2.292, -0.333], [1.849, 1.253, 0.059], [2.256, 2.348, 4.401], [-1.293, -1.305, 2.020], [1.500, 3.430, 4.877], [1.116, 3.680, -0.031], [-3.823, -0.199, -2.467], [0.366, 0.767, 4.538], [0.208, 3.300, 5.234], [1.710, 1.096, 4.230], [-0.495, 2.077, 5.212], [-4.188, 0.398, -1.627], [-4.431, -2.809, -0.613], [-2.120, -3.837, -2.744], [2.068, 1.118, 2.224], [1.728, 0.435, -0.650], [-1.227, -0.844, 4.390], [2.119, 4.010, 0.211], [2.405, 0.297, 3.908], [-4.693, -0.613, -2.980], [0.255, 5.648, -0.079], [-2.058, -2.032, 2.329], [2.876, 1.608, 0.050], [2.398, -2.360, 0.639], [-2.009, 4.791, -0.689], [-2.338, 2.334, -0.910], [-2.874, -3.031, 0.168], [-3.320, 0.474, -3.166], [0.464, -1.485, 3.693], [-1.298, 0.648, 3.044], [1.952, 4.407, 4.970], [0.926, -4.094, 0.459], [-3.699, -3.295, -3.323], [-3.802, -1.519, 0.388], [2.363, -2.819, -0.920], [0.106, -3.266, -0.712], [-2.223, -2.681, -4.068]],
  "total_charge": 1,
  "orbital_gap_ev": [6.26, 3.65],
  "multiplicity": 1,
  "lumo_ev": [-4.68, -6.35]
}

No. 8
{
  "formula": "C13H18N6O4",
  "method": "wB97M-V/def2-TZVPD",
  "symbols": ["O", "O", "O", "O", "N", "N", "N", "N", "N", "N", "C", "C", "C", "C", "C", "C", "C", "C", "C", "C", "C", "C", "C", "H", "H", "H", "H", "H", "H", "H", "H", "H", "H", "H", "H", "H", "H", "H", "H", "H", "H"],
  "coordinates": [[1.679, -2.102, 1.440], [4.954, -1.120, 3.483], [-2.018, 1.977, -0.039], [-5.869, 1.809, -1.173], [-1.404, -0.229, 0.210], [0.973, -0.179, 0.435], [-2.824, 0.267, -1.385], [3.181, -0.644, 0.402], [3.092, 0.610, -0.115], [-2.633, -1.067, -1.446], [1.783, 0.851, -0.065], [4.737, -0.409, 2.271], [-0.311, -0.029, 1.118], [4.417, -1.142, 0.989], [-5.139, 0.796, -1.815], [1.949, -1.102, 0.829], [-6.254, 1.621, -2.519], [-1.818, -1.358, -0.444], [-1.326, -2.714, -0.056], [-2.073, 0.798, -0.355], [6.155, -0.690, 2.841], [-3.694, 1.034, -2.287], [1.293, 2.204, -0.525], [-7.166, 1.112, -2.761], [6.763, 0.124, 3.257], [-1.913, -3.517, -0.543], [4.276, 0.602, 2.250], [-5.983, 2.441, -3.185], [6.761, -1.464, 2.364], [0.356, 2.140, -1.110], [-3.453, 2.100, -2.215], [-3.559, 0.730, -3.344], [5.261, -1.064, 0.253], [-0.364, 0.953, 1.625], [-0.380, -0.751, 1.899], [4.364, -2.222, 1.228], [-1.416, -2.828, 1.033], [-5.280, -0.199, -1.381], [1.111, 2.823, 0.343], [-0.279, -2.836, -0.382], [2.047, 2.675, -1.125]],
  "smiles": "Cc1nn(C[C@@H]2CO2)c(=O)n1Cn1c(C)nn(C[C@@H]2CO2)c1=O",
  "orbital_gap_ev": 9.25,
  "multiplicity": 1,
  "lumo_ev": 0.70
}

No. 9
{
  "formula": "C35H33ClEuFN3O4",
  "method": "wB97M-V/def2-TZVPD",
  "symbols": ["Eu", "Cl", "F", "O", "O", "O", "O", "N", "N", "N", "C", "C", "C", "C", "C", "C", "C", "C", "C", "C", "C", "C", "C", "C", "C", "C", "C", "C", "C", "C", "C", "C", "C", "C", "C", "C", "C", "C", "C", "C", "C", "C", "C", "C", "C", "H", "H", "H", "H", "H", "H", "H", "H", "H", "H", "H", "H", "H", "H", "H", "H", "H", "H", "H", "H", "H", "H", "H", "H", "H", "H", "H", "H", "H", "H", "H", "H", "H"],
  "coordinates": [[2.283, -19.478, -5.969], [4.725, -24.490, -3.350], [2.747, -19.094, -3.442], [2.023, -25.461, -2.505], [0.052, -24.584, -3.143], [-0.641, -22.562, -4.490], [0.364, -20.778, -5.495], [3.959, -22.452, -4.763], [2.372, -17.001, -5.027], [2.825, -21.711, -5.074], [6.998, -20.392, -5.654], [2.163, -15.997, -5.976], [3.536, -19.967, -8.667], [2.781, -21.160, -8.601], [7.903, -21.409, -5.998], [3.579, -23.567, -4.065], [5.273, -22.062, -5.212], [0.677, -14.665, -7.469], [-0.910, -15.463, -4.544], [-0.508, -16.108, -5.880], [0.830, -15.610, -6.430], [5.695, -20.705, -5.250], [2.504, -16.575, -0.840], [-0.675, -17.626, -5.798], [1.766, -13.988, -8.028], [2.860, -18.741, -8.765], [1.355, -24.656, -3.155], [0.353, -21.882, -4.864], [6.188, -23.063, -5.573], [4.757, -15.571, -6.392], [3.020, -14.372, -7.627], [2.598, -17.884, -2.806], [2.626, -17.859, -1.421], [5.318, -16.981, -6.550], [1.447, -18.707, -8.828], [0.700, -19.891, -8.774], [5.170, -14.996, -5.045], [2.307, -15.510, -3.048], [1.775, -22.426, -4.623], [2.373, -15.445, -1.668], [7.495, -22.737, -5.919], [2.167, -23.656, -3.947], [2.447, -16.783, -3.667], [3.253, -15.373, -6.667], [1.376, -21.124, -8.680], [-0.629, -14.411, -4.463], [-1.730, -17.883, -5.579], [6.422, -16.935, -6.526], [4.723, -14.032, -4.845], [1.639, -13.231, -8.794], [-0.348, -23.757, -3.688], [5.851, -24.109, -5.561], [3.425, -17.810, -8.666], [6.261, -14.928, -5.005], [2.744, -18.740, -0.800], [0.943, -17.745, -8.836], [4.980, -17.634, -5.739], [4.604, -19.971, -8.457], [8.907, -21.134, -6.292], [5.247, -14.984, -7.174], [-1.248, -15.764, -6.627], [0.790, -22.050, -8.564], [5.018, -17.439, -7.510], [-0.442, -16.002, -3.698], [-1.986, -15.556, -4.388], [-0.473, -18.104, -6.767], [8.184, -23.577, -6.106], [2.266, -14.462, -1.186], [2.165, -14.608, -3.645], [3.273, -22.081, -8.344], [4.911, -15.679, -4.241], [2.460, -16.455, 0.234], [-0.378, -19.829, -8.653], [-0.353, -14.439, -7.765], [-0.059, -18.091, -5.017], [3.914, -13.879, -8.049], [5.017, -19.924, -4.903], [7.288, -19.331, -5.660]],
  "s_squared": 15.759,
  "orbital_gap_ev": [6.49, 6.53],
  "multiplicity": 8,
  "lumo_ev": [-0.40, -0.39]
}

No. 10
{
  "formula": "C23H24AuN5O6Se",
  "method": "wB97M-V/def2-TZVPD",
  "symbols": ["Au", "Se", "O", "O", "O", "O", "O", "O", "N", "N", "N", "N", "N", "C", "C", "C", "C", "C", "C", "C", "C", "C", "C", "C", "C", "C", "C", "C", "C", "C", "C", "C", "C", "C", "C", "C", "H", "H", "H", "H", "H", "H", "H", "H", "H", "H", "H", "H", "H", "H", "H", "H", "H", "H", "H", "H", "H", "H", "H", "H"],
  "coordinates": [[0.543, 0.149, -0.001], [-0.361, -2.431, -0.095], [0.262, 2.759, 1.680], [1.721, 7.287, 2.713], [-2.600, 8.334, -1.549], [-3.240, 6.342, -2.058], [-1.450, 2.515, 0.205], [0.732, 8.989, 1.838], [-2.579, 7.129, -1.415], [-0.751, -2.368, -2.938], [1.271, -2.906, -2.410], [0.882, 7.797, 2.002], [-2.394, 0.604, -0.564], [3.732, 2.306, -0.142], [3.022, 0.031, -3.120], [3.459, 0.908, -0.772], [-1.571, 5.201, -0.264], [-0.067, -2.576, -4.114], [1.635, 1.216, -4.691], [0.127, 5.529, 1.410], [2.452, -3.163, -1.609], [1.198, -2.912, -3.786], [-0.554, 3.199, 0.909], [-1.327, 1.079, -0.091], [1.456, 2.220, -3.750], [0.074, -2.563, -1.892], [2.858, 1.033, -2.169], [4.789, 0.142, -0.764], [2.470, 0.321, 0.188], [-2.152, -1.987, -2.811], [-1.632, 6.572, -0.427], [-0.684, 4.680, 0.668], [0.025, 6.891, 1.209], [2.064, 2.128, -2.507], [-0.850, 7.449, 0.297], [2.423, 0.123, -4.370], [-0.921, 8.516, 0.161], [2.048, -3.147, -4.401], [2.656, -2.295, -0.983], [-2.245, -1.127, -2.146], [-3.139, 1.305, -0.594], [4.684, -0.883, -1.120], [0.821, 5.121, 2.130], [3.290, -3.350, -2.278], [-2.527, -1.749, -3.803], [5.185, 0.100, 0.251], [4.300, 2.910, -0.854], [2.813, 2.828, 0.121], [5.518, 0.650, -1.399], [0.840, 3.080, -3.983], [4.321, 2.192, 0.768], [-0.539, -2.463, -5.073], [2.965, 0.126, 1.147], [-2.202, 4.553, -0.853], [1.896, 2.915, -1.784], [1.169, 1.290, -5.665], [3.632, -0.837, -2.900], [-2.720, -2.813, -2.388], [2.292, -4.024, -0.964], [2.579, -0.665, -5.097]],
  "orbital_gap_ev": 6.56,
  "multiplicity": 1,
  "lumo_ev": -0.92
}

No. 11
{
  "formula": "ClMg2",
  "method": "wB97M-V/def2-TZVPD",
  "symbols": ["Cl", "Mg", "Mg"],
  "coordinates": [[0.600, 0.681, 0.052], [-0.646, 0.577, -1.984], [0.047, -1.258, 1.932]],
  "total_charge": 3,
  "orbital_gap_ev": 8.64,
  "multiplicity": 1,
  "lumo_ev": -16.75
}

No. 12
{
  "formula": "C3H3BrN2O",
  "method": "wB97M-V/def2-TZVPD",
  "symbols": ["Br", "O", "N", "N", "C", "C", "C", "H", "H", "H"],
  "coordinates": [[3.039, 0.204, -0.078], [0.627, 2.003, 0.203], [1.422, -0.459, -0.614], [0.464, -2.452, 0.402], [-0.081, 1.095, 0.044], [0.898, -1.532, -0.101], [-1.324, 0.418, -0.032], [-1.551, -0.338, 0.836], [-1.999, 1.143, 0.288], [-1.496, -0.082, -0.948]],
  "orbital_gap_ev": 7.99,
  "multiplicity": 1,
  "lumo_ev": -0.52
}

ΔE to the lowest compared entry with this formula, charge and spin, record by record: 31.30; 531.21; 0.00; 144.15; 290.13; 888.58; 1822.41; 342.35; 0.00; 26.07; 65.97; 375.70 kJ/mol
E_tot, record by record: -382.2123; -400.9744; -1996.6041; -361.8260; -573.3001; -556.8410; -2504.9701; -1135.5811; -3089.2143; -4152.9295; -859.1143; -2874.7452 a.u.